Record 1
# C10H10N2S

A 2-piece molecular cluster, C10H10N2S overall in a non-equilibrium geometry (wB97M-V/def2-TZVPD, the Open Molecules 2025 dataset).

The value obtained for the lowest unoccupied orbital energy is 0.63 eV. For the orbital gap, the calculation gives 0.3292 Ha. The SMILES is C1=Cc2ccccc2CC1.N#[N+][S-]. The largest force on an atom is 6.26 eV/A. For the total energy, the calculation gives -24345.07278 eV.

Each line ends with the Mulliken charge.
Atoms and positions in Å:
C: -1.84006 -1.59524 -0.47293  -0.61
C: -0.70609 -1.57705 0.23302  -0.36
C: -0.10676 -0.32555 0.70596  0.64
C: 0.85066 -0.34404 1.76422  -1.04
C: 1.68241 0.75372 1.86975  -0.19
C: 1.61075 1.81508 0.97706  -0.56
C: 0.70055 1.74884 0.03439  -0.48
C: -0.35005 0.83749 0.01761  0.50
C: -1.56353 0.89666 -0.88711  -0.61
C: -2.58487 -0.20417 -0.60591  -0.58
H: -2.45780 -2.50497 -0.62889  0.32
H: -0.31654 -2.58571 0.48594  0.34
H: 0.90096 -1.13250 2.46144  0.50
H: 2.35471 0.86989 2.62182  0.51
H: 2.48246 2.51841 0.93382  0.31
H: 0.77884 2.61558 -0.77727  0.17
H: -1.92758 1.97866 -0.74629  0.26
H: -1.39990 0.82923 -1.97672  0.25
H: -3.36341 -0.27094 -1.45473  0.31
H: -3.01654 0.02336 0.36018  0.30
N: 2.52044 -2.68302 -1.77991  -0.25
N: 2.77088 -1.57848 -1.65640  0.29
S: 2.98050 -0.08524 -1.47903  -0.02

Force components x, y, z for each atom (eV/Å):
C -1.63 1.59 0.76
C -1.13 -1.45 0.05
C 0.77 -1.37 1.19
C -0.12 1.73 -1.55
C -1.76 -0.30 -0.59
C 3.57 -0.35 1.46
C -2.53 4.00 -4.10
C 0.34 -0.85 -1.42
C -0.13 1.66 -0.76
C 0.17 -1.17 -1.18
H 0.90 0.60 -0.29
H 0.29 1.03 0.12
H 0.17 -1.02 0.44
H 1.93 -0.21 2.26
H -1.19 -0.44 0.14
H -0.73 -1.89 1.59
H -0.15 -1.65 -0.16
H 0.84 0.13 0.32
H 1.04 0.31 1.58
H -0.68 -0.23 0.18
N 0.80 2.37 0.28
N -1.37 -5.01 -0.59
S 0.59 2.53 0.27

***

Record 2
# C21H36Cl19GaNO4

C21H36Cl19GaNO4 as an isolated structure in a non-equilibrium geometry (wB97M-V/def2-TZVPD, the Open Molecules 2025 dataset).

The value obtained for the lowest unoccupied orbital energy is 1.97 eV. For the orbital gap, the calculation gives 0.2346 Ha. The largest force on an atom is 2.57 eV/A. For the total energy, the calculation gives -322343.89034 eV. The charge is -1.

Each line ends with the Mulliken charge.
Atoms and positions in Å:
C: 7.52205 -1.25307 1.76162  -0.96
C: 6.97972 -0.17488 0.85309  0.64
O: 7.04709 0.96927 1.11232  -0.52
O: 6.43716 -0.58237 -0.32520  -0.30
C: 5.10898 -1.15917 -0.18691  -0.69
C: 4.24925 -0.67391 -1.34435  0.93
C: 3.28808 -1.80371 -1.78918  -1.16
C: 1.78447 -1.47133 -1.78873  -0.08
C: 1.25640 -0.63697 -0.62522  0.11
C: -0.27536 -0.36967 -0.87169  -0.70
Ga: -1.51619 -1.22396 0.52415  -0.69
N: -2.97296 -2.07108 -0.45250  -0.21
C: -2.37966 0.32518 1.64487  -1.01
C: -3.92538 0.24024 1.63249  0.31
C: -4.51238 0.87239 0.38006  1.27
Cl: -5.90041 -0.06670 -0.29054  -0.27
C: -0.55972 -2.43151 1.88942  -0.66
C: -0.30730 -3.89011 1.48410  -0.74
O: -1.20415 -4.37495 0.46797  -0.34
C: -0.62154 -4.82468 -0.64071  0.80
C: -1.28592 -4.37960 -1.91511  -0.83
O: 0.32602 -5.53159 -0.66037  -0.61
H: 7.17970 -2.21494 1.39916  0.29
H: 7.12063 -1.08273 2.75255  0.32
H: 8.60313 -1.22017 1.76082  0.32
H: 5.23472 -2.23808 -0.24209  0.26
H: 4.65477 -0.95309 0.78399  0.39
H: 4.95661 -0.48999 -2.15169  -0.83
H: 3.76304 0.27203 -1.13708  0.29
H: 3.47722 -2.70814 -1.22144  0.53
H: 3.55960 -2.04361 -2.81700  0.25
H: 1.26746 -2.42833 -1.72226  -0.40
H: 1.45277 -1.03972 -2.72761  0.44
H: 1.36358 -1.18411 0.31045  0.04
H: 1.72922 0.34016 -0.53499  0.05
H: -0.53370 -0.67379 -1.88635  0.43
H: -0.43652 0.71188 -0.83068  0.50
H: -3.35208 -1.36600 -1.07657  -0.19
H: -3.73119 -2.36922 0.15270  0.20
H: -2.01128 0.34879 2.66975  0.56
H: -2.11359 1.24246 1.10907  0.28
H: -4.23859 -0.79599 1.73789  0.44
H: -4.31631 0.76052 2.51317  -0.87
H: -4.81612 1.87967 0.60236  0.04
H: -3.72018 0.93886 -0.35207  -0.98
H: 0.41167 -2.02228 2.16609  0.38
H: -1.16644 -2.40774 2.79439  0.57
H: 0.73898 -4.01363 1.22209  0.27
H: -0.46933 -4.51975 2.36024  0.38
H: -0.69119 -3.61503 -2.39715  0.10
H: -1.27721 -5.24246 -2.58150  0.41
H: -2.30954 -4.06089 -1.76315  0.30
C: 4.45587 3.50306 2.13364  0.12
Cl: 4.34707 5.26238 2.27755  -0.15
Cl: 3.60195 2.71697 3.46373  -0.14
Cl: 3.82567 2.96204 0.58238  -0.07
H: 5.50027 3.22154 2.18735  0.23
C: 6.55507 0.76664 -4.69666  0.02
Cl: 5.90848 1.00028 -6.32461  -0.14
Cl: 5.66630 1.73798 -3.52712  -0.07
Cl: 6.51563 -0.94474 -4.25495  -0.11
H: 7.58665 1.09244 -4.69326  0.30
C: -7.24145 4.38956 1.34614  -0.12
Cl: -5.62268 5.07490 1.50482  -0.04
Cl: -8.29321 5.48794 0.44095  -0.16
Cl: -7.16530 2.80294 0.57823  -0.03
H: -7.65927 4.26193 2.33692  0.33
C: -4.39593 -0.39068 -3.94019  0.11
Cl: -3.35331 0.59874 -2.92780  -0.02
Cl: -5.07715 0.56461 -5.26690  -0.17
Cl: -3.51838 -1.78796 -4.56572  -0.12
H: -5.21353 -0.74958 -3.32704  0.20
C: -1.94909 5.10694 -0.52113  -0.11
Cl: -2.29399 5.98147 0.97882  -0.16
Cl: -0.26129 4.61462 -0.58566  -0.10
Cl: -2.99729 3.70562 -0.68069  0.01
H: -2.14869 5.77310 -1.35024  0.35
C: -5.02075 2.02869 5.41315  -0.03
Cl: -5.71668 2.30092 3.81852  -0.05
Cl: -5.91198 2.92647 6.65139  -0.15
Cl: -4.99021 0.30760 5.79383  -0.12
H: -4.00089 2.39104 5.40184  0.30

Force components x, y, z for each atom (eV/Å):
C -0.75 -0.17 -0.48
C 0.02 -1.58 -0.42
O 0.28 2.32 0.63
O -0.27 0.14 0.34
C 0.09 -0.16 -0.31
C 0.44 -0.93 -0.19
C -0.31 0.86 -0.54
C 0.38 -0.38 0.74
C -1.38 0.14 -0.69
C 0.47 -0.15 0.64
Ga -0.09 0.49 0.07
N 0.27 0.00 0.04
C -0.38 -0.40 -0.91
C 0.43 -0.05 0.88
C 0.77 -0.50 0.60
Cl 0.11 0.41 -0.07
C -0.28 -0.51 -0.68
C -0.04 0.29 1.61
O 0.19 0.79 0.07
C -1.69 0.94 -0.91
C -0.56 -1.02 -0.16
O 2.23 -1.25 0.30
H 0.13 -0.28 0.07
H 0.18 0.04 0.28
H 0.21 0.06 0.09
H -0.02 -0.18 -0.09
H 0.15 0.32 0.11
H -0.12 0.06 0.08
H -0.16 0.04 0.19
H -0.06 -0.11 0.29
H 0.03 -0.24 -0.10
H -0.19 -0.15 -0.13
H 0.19 0.32 -0.20
H 0.37 0.02 0.14
H 0.43 -0.08 0.04
H -0.10 -0.10 -0.11
H -0.14 0.06 -0.01
H -0.19 -0.08 0.07
H -0.07 0.04 -0.10
H 0.12 0.19 0.09
H 0.29 0.24 0.38
H -0.15 -0.14 -0.18
H -0.12 -0.19 -0.28
H -0.46 0.27 -0.10
H -0.16 -0.33 -0.50
H 0.07 0.26 0.02
H -0.15 0.05 0.08
H -0.02 -0.25 -0.58
H 0.02 -0.29 -0.04
H 0.03 0.41 0.11
H 0.09 -0.05 -0.11
H 0.07 0.45 0.12
C 0.00 -0.07 -0.04
Cl 0.03 0.00 0.01
Cl 0.04 0.00 -0.01
Cl -0.02 -0.02 -0.03
H -0.01 -0.02 -0.02
C -0.14 -0.05 0.08
Cl 0.05 0.01 -0.01
Cl 0.09 0.08 -0.08
Cl 0.10 0.05 -0.10
H -0.01 -0.02 -0.01
C 0.08 -0.10 -0.10
Cl -0.08 0.02 0.01
Cl -0.03 -0.01 0.03
Cl -0.26 0.24 0.08
H 0.01 0.05 0.00
C 0.08 -0.06 0.10
Cl 0.07 0.06 -0.19
Cl -0.05 0.00 -0.01
Cl -0.04 0.02 0.01
H 0.01 0.02 0.01
C -0.03 -0.16 -0.01
Cl 0.03 0.06 -0.01
Cl 0.09 0.07 0.00
Cl -0.05 0.01 -0.05
H 0.04 0.03 0.03
C -0.06 -0.08 -0.06
Cl -0.17 0.19 0.19
Cl 0.03 0.03 0.01
Cl 0.03 0.04 -0.01
H -0.01 0.00 0.00

***

Table of ΔE to the lowest compared entry with this formula, charge and spin (kcal/mol), in record order: 71.4, 11.0